Molecular formula: C6H10O
Method: DFT, ωB97M-V with the def2-TZVPD basis set

## Properties
Relative energy (zero: lowest compared OMol25 entry of this formula, charge and spin): 275.2 kJ/mol
E_LUMO: 1.015 eV
Highest occupied orbital energy: -8.18 eV
Frontier orbital gap: 9.19 eV
SMILES: CC/C=C/C=C/O

XYZ file:
```
17
C6H10O (ωB97M-V with the def2-TZVPD basis set)
C -0.627 1.625 -2.353
C -0.956 1.158 -0.891
C 0.152 0.919 0.002
C 0.437 -0.422 0.175
C 1.050 -1.122 1.310
C 0.490 -2.178 1.917
O 0.783 -2.282 3.305
H -0.375 2.670 -2.429
H -0.016 0.970 -2.929
H -1.516 1.786 -2.960
H -1.602 1.940 -0.548
H -1.711 0.205 -0.908
H 0.863 1.678 0.218
H -0.258 -1.072 -0.285
H 1.944 -0.709 1.742
H -0.375 -2.692 1.354
H 1.717 -2.473 3.279
```

Results of the natural (NBO) charge analysis, in e, for atoms 1 through 5: number 1, C, carries -0.617; number 2, C, carries -0.422; number 3, C, carries -0.188; number 4, C, carries -0.197; number 5, C, carries -0.264